Computed, not measured: the ion C4H5O2S2 with charge -1 in a non-equilibrium geometry, with ωB97M-V/def2-TZVPD.

Values from the calculation:
SMILES: OC(O)(C=S)/C=C\[S-]
Total charge: -1
Spin multiplicity: 1
LUMO in Ha: 0.1038
Orbital gap in eV: 6.15
Energy relative to the best compared isomer or geometry (same formula, charge and spin) in kcal per mole: 2.6
HOMO level in eV: -3.32
Strongest force on any atom in eV/Å: 1.19

Last columns: bonded neighbours and bond lengths (Å).
Positions of all 13 atoms, in Å:
1 C -0.6102 0.5165 -0.1108  C2 1.530, C3 1.528, O5 1.412, O6 1.420
2 C 0.0080 -0.8733 0.0557  C1 1.530, C4 1.354, H9 1.082
3 C -2.1122 0.6513 0.1331  C1 1.528, S7 1.620, H10 1.087
4 C 1.3314 -1.1193 -0.0882  C2 1.354, S8 1.722, H11 1.084
5 O -0.0070 1.4182 0.7934  C1 1.412, H13 0.979
6 O -0.3907 0.9649 -1.4406  C1 1.420, H12 0.974
7 S -3.2423 -0.4166 -0.3217  C3 1.620
8 S 2.5240 0.0695 -0.4489  C4 1.722
9 H -0.6778 -1.6780 0.2854  C2 1.082
10 H -2.3849 1.5484 0.6826  C3 1.087
11 H 1.7035 -2.1301 0.0367  C4 1.084
12 H 0.5678 0.8630 -1.5781  O6 0.974
13 H 0.9552 1.3267 0.6392  O5 0.979